Formula: C23H28N4O5OsS
Source: the Open Molecules 2025 dataset
Level of theory: ωB97M-V/def2-TZVPD

Structure (XYZ):
```
62
Properties=species:S:1:pos:R:3:mulliken_spin:R:1
Os -0.451 -1.342 0.622 0.8124
C -7.061 -1.165 -1.390 -0.0001
O -6.803 0.003 -0.617 -0.0003
C -5.596 0.142 -0.060 -0.0005
C -5.439 1.304 0.739 0.0016
C -4.257 1.512 1.364 -0.0027
C -3.149 0.619 1.238 -0.0136
C -1.955 0.909 1.952 0.0094
C -1.845 2.130 2.822 -0.0077
O -0.919 0.186 1.934 0.0016
C -3.311 -0.523 0.396 0.0255
O -2.391 -1.407 0.133 0.0179
C -4.556 -0.743 -0.229 -0.0043
H -8.110 -1.115 -1.663 0.0000
H -6.877 -2.067 -0.804 0.0000
H -6.447 -1.175 -2.293 0.0000
H -6.269 1.989 0.833 0.0001
H -4.153 2.390 1.984 0.0000
H -2.594 2.120 3.613 0.0005
H -1.994 3.035 2.231 0.0002
H -0.857 2.151 3.271 -0.0016
H -4.641 -1.623 -0.847 -0.0014
S -1.412 -3.412 3.068 -0.0321
C -0.786 -2.569 1.945 -0.0177
C -0.242 -3.911 -0.788 -0.0033
O -0.008 -2.521 -0.809 0.1928
H -0.045 -4.313 -1.782 -0.0008
H -1.278 -4.130 -0.514 0.0100
H 0.415 -4.413 -0.069 0.0103
N 1.558 -1.092 1.071 -0.0404
C 2.667 -0.994 1.377 0.0319
N 3.918 -0.893 1.704 -0.0008
C 4.897 -1.932 1.333 0.0032
C 6.037 -1.292 0.554 0.0004
C 6.645 -0.138 1.351 0.0000
C 5.576 0.903 1.683 -0.0002
C 4.436 0.261 2.460 0.0028
H 4.386 -2.703 0.760 0.0000
H 5.271 -2.382 2.257 -0.0001
H 5.652 -0.919 -0.399 0.0001
H 6.787 -2.052 0.334 0.0000
H 7.457 0.322 0.789 0.0000
H 7.073 -0.525 2.281 0.0000
H 5.182 1.334 0.759 0.0000
H 5.995 1.717 2.276 0.0000
H 3.618 0.953 2.646 0.0005
H 4.795 -0.110 3.425 0.0007
N 0.100 2.938 -5.206 -0.0001
C 0.495 3.165 -3.934 0.0011
O 1.075 4.171 -3.588 0.0000
C 0.193 2.085 -2.911 -0.0022
C -0.452 0.888 -3.178 0.0042
C -0.663 -0.012 -2.148 0.0050
N -0.263 0.236 -0.898 -0.0006
C 0.356 1.394 -0.636 0.0016
C 0.601 2.338 -1.608 0.0008
H 0.257 3.670 -5.878 0.0000
H -0.416 2.129 -5.492 0.0000
H -0.798 0.618 -4.166 0.0001
H -1.156 -0.960 -2.309 -0.0038
H 0.651 1.552 0.394 -0.0003
H 1.101 3.268 -1.381 0.0000
```

Values from the calculation:
net charge: +1
multiplicity: 2
HOMO energy (spin up / spin down): -10.68 / -10.60 eV
<S²>: 0.7572
orbital gap (spin up / spin down): 7.83 / 7.14 eV
energy above the lowest of the compared OMol25 structures with the same formula, charge and spin: 0.000 eV